[1]
C21H18IrN4O2S2 | the ωB97M-V functional and the def2-TZVPD basis

Values from the calculation:
Total charge   +1
Calculated total energy   -56626.62862 eV
2S+1   1
Molecular weight   614.8 Da
ΔE to the lowest compared entry with this formula, charge and spin   32.7 kJ/mol
Highest occupied orbital energy   -0.4003 Eh
Lowest unoccupied orbital energy   -4.75 eV

Cartesian coordinates (Å):
Ir1 0.9077 0.5979 -0.7190
S1 -1.9023 4.0873 -0.7810
C1 -2.4953 2.9013 -1.9099
C2 -3.6323 2.9588 -2.7089
C3 -3.8966 1.8814 -3.5297
C4 -3.0477 0.7686 -3.5591
C5 -1.9170 0.7112 -2.7710
C6 -1.6455 1.7947 -1.9397
N1 -0.5596 1.9425 -1.0835
C7 -0.5834 3.0710 -0.4110
C8 0.4947 3.2134 0.5463
C9 0.7438 4.2788 1.3992
C10 1.8150 4.1972 2.2765
C11 2.6173 3.0643 2.2985
C12 2.3699 1.9917 1.4453
C13 1.3079 2.0704 0.5579
H1 -4.2879 3.8183 -2.6885
H2 -4.7738 1.8971 -4.1611
H3 -3.2831 -0.0594 -4.2133
H4 -1.2624 -0.1507 -2.7920
H5 0.1145 5.1597 1.3826
H6 2.0244 5.0177 2.9484
H7 3.4495 3.0110 2.9881
H8 3.0085 1.1164 1.4714
O1 -0.3853 -0.3639 0.4218
S2 0.2763 -1.2774 1.5485
C14 -0.2430 -2.9397 1.0771
C15 -1.6743 -3.0914 1.5707
C16 -1.6712 -2.4858 2.9704
C17 -0.9919 -1.1224 2.8428
H9 0.4561 -3.6034 1.5895
H10 -0.0827 -3.0233 0.0029
H11 -1.9710 -4.1390 1.5726
H12 -2.3585 -2.5474 0.9165
H13 -1.1018 -3.1215 3.6504
H14 -2.6717 -2.3701 3.3839
H15 -0.5107 -0.7607 3.7487
H16 -1.6633 -0.3552 2.4558
N2 2.5239 -2.1997 -2.6780
C18 2.5841 -2.0821 -1.3344
O2 2.1591 -0.9939 -0.7852
C19 3.0745 -3.1196 -0.5446
C20 3.0299 -2.9904 0.8623
N3 2.9182 -2.8652 2.0035
C21 3.5534 -4.2962 -1.1746
N4 3.9037 -5.2064 -1.7878
H17 2.3463 -1.3819 -3.2320
H18 2.9332 -3.0041 -3.1273

***

[2]
C24H67N5O7 | the ωB97M-V functional and the def2-TZVPD basis

Values from the calculation:
SMILES   COC[C@H](C)N.COC[C@H](C)N.COC[C@H](C)N.COC[C@H](C)N.COC[C@H](C)N.CCO.CCO
Calculated total energy   -47752.75221 eV
2S+1   1
Molecular weight   537.8 Da
ΔE to the lowest compared entry with this formula, charge and spin   248.7 kJ/mol
Highest occupied orbital energy   -0.3281 Eh
Lowest unoccupied orbital energy   0.52 eV

Cartesian coordinates (Å):
C1 -0.2008 3.4021 1.9472
O1 -0.2950 4.0953 0.6711
C2 -1.6280 4.2452 0.1006
C3 -1.5964 5.2628 -1.0561
C4 -1.3311 6.7184 -0.5783
N1 -2.8638 5.3405 -1.7236
H1 -0.6009 2.4065 1.7555
H2 -0.7400 3.9152 2.7436
H3 0.8264 3.3158 2.3015
H4 -1.9816 3.2876 -0.2815
H5 -2.2559 4.5738 0.9288
H6 -0.7405 4.9737 -1.6660
H7 -1.2838 7.4173 -1.4135
H8 -0.4390 6.6314 0.0418
H9 -2.1680 7.0703 0.0250
H10 -3.5492 5.6751 -1.0616
H11 -3.1638 4.4043 -1.9554
C5 4.8841 -3.1064 2.5138
O2 5.9452 -2.9886 1.5324
C6 5.6046 -2.0815 0.4827
C7 5.7357 -0.5640 0.8404
C8 5.0839 0.2628 -0.1660
N2 7.1492 -0.1836 0.9586
H12 3.9163 -3.4160 2.1193
H13 4.8010 -2.1718 3.0686
H14 5.1102 -3.9697 3.1396
H15 6.2537 -2.3940 -0.3352
H16 4.6247 -2.3375 0.0798
H17 5.2213 -0.3967 1.7867
H18 4.0385 -0.0294 -0.2651
H19 5.6120 0.1327 -1.1106
H20 5.0902 1.3263 0.0727
H21 7.5098 0.2459 0.1186
H22 7.7426 -0.9945 1.0604
C9 -1.8064 -2.0853 3.4682
O3 -0.6579 -1.5385 4.0140
C10 -0.2396 -0.3654 3.2938
C11 1.0988 0.1520 3.9194
C12 2.3372 -0.7367 3.6179
N3 0.9636 0.3667 5.3142
H23 -1.6426 -2.6337 2.5405
H24 -2.6345 -1.3820 3.3802
H25 -2.1074 -2.8556 4.1782
H26 -0.0554 -0.7269 2.2821
H27 -0.9713 0.4424 3.2812
H28 1.2903 1.1187 3.4536
H29 2.1847 -1.7178 4.0677
H30 3.2467 -0.3544 4.0813
H31 2.4600 -0.8560 2.5414
H32 0.1163 0.9126 5.3791
H33 0.5315 -0.5232 5.5176
C13 -5.8853 3.1888 -1.8086
O4 -4.5764 2.5946 -1.8871
C14 -4.2987 2.1859 -3.2001
C15 -2.9606 1.3858 -3.1816
C16 -2.5633 0.7477 -4.4756
N4 -3.0455 0.3305 -2.1526
H34 -6.0963 3.2882 -0.7439
H35 -6.6957 2.5821 -2.2127
H36 -5.9060 4.1576 -2.3078
H37 -5.0318 1.5282 -3.6672
H38 -4.1746 3.1266 -3.7365
H39 -2.2116 2.1033 -2.8465
H40 -3.3660 0.2209 -4.9916
H41 -1.6549 0.1613 -4.3372
H42 -2.2299 1.4629 -5.2275
H43 -3.8298 -0.2952 -2.2686
H44 -3.3203 0.8248 -1.3158
C17 -1.9035 -2.2669 -0.2613
O5 -1.6306 -3.6212 0.0584
C18 -2.7839 -4.4645 0.1667
C19 -2.3211 -5.7524 0.9754
C20 -1.5242 -6.6978 0.1339
N5 -3.4455 -6.5279 1.4212
H45 -2.4611 -1.8770 0.5903
H46 -2.4641 -2.1306 -1.1861
H47 -0.8912 -1.8694 -0.3338
H48 -3.5869 -3.9380 0.6825
H49 -3.2195 -4.7047 -0.8032
H50 -1.8032 -5.4406 1.8824
H51 -1.1928 -7.5131 0.7770
H52 -0.6613 -6.2658 -0.3730
H53 -2.1677 -7.1091 -0.6438
H54 -3.0572 -7.2511 2.0098
H55 -3.8452 -7.0272 0.6395
C21 1.2698 0.5809 -0.2664
C22 0.1114 0.9100 -1.2284
O6 -1.0224 0.6985 -0.4423
H56 2.1702 0.9516 -0.7562
H57 1.2814 -0.4901 -0.0641
H58 1.3103 1.0527 0.7153
H59 0.0414 0.3392 -2.1544
H60 0.1733 1.9460 -1.5614
H61 -1.7621 0.6359 -1.0511
C23 2.7675 -0.7974 -3.0881
C24 3.6167 0.4068 -3.4178
O7 2.8303 1.5868 -3.2798
H62 2.7442 -0.9559 -2.0099
H63 3.2388 -1.6618 -3.5560
H64 1.7507 -0.7952 -3.4808
H65 4.0053 0.3221 -4.4327
H66 4.5094 0.4828 -2.7971
H67 3.3445 2.3641 -3.5100

***

[3]
BH5N2O3 | the ωB97M-V functional and the def2-TZVPD basis

Values from the calculation:
SMILES   NOB(O)ON
Calculated total energy   -9879.02331 eV
2S+1   1
Molecular weight   91.9 Da
ΔE to the lowest compared entry with this formula, charge and spin   0.0 kJ/mol
Highest occupied orbital energy   -0.3296 Eh
Lowest unoccupied orbital energy   0.51 eV

Cartesian coordinates (Å):
N1 1.8375 -1.3200 0.4518
O1 0.5338 -1.6085 -0.1410
B1 -0.3715 -0.6088 -0.3113
O2 -1.3823 -0.6845 -1.1403
O3 0.0636 0.9442 0.2313
N2 -0.9914 1.8844 0.0592
H1 1.8543 -1.7663 1.3750
H2 1.7789 -0.3558 0.7980
H3 -1.4161 -1.3631 -1.7264
H4 -0.8924 2.6262 -0.5752
H5 -1.0144 2.2523 0.9789

***

[4]
C17H20N2O5S | the ωB97M-V functional and the def2-TZVPD basis

Values from the calculation:
Calculated total energy   -41986.08654 eV
2S+1   1
Molecular weight   364.4 Da
ΔE to the lowest compared entry with this formula, charge and spin   2075.2 kJ/mol
Highest occupied orbital energy   -0.2812 Eh
Lowest unoccupied orbital energy   0.46 eV

Cartesian coordinates (Å):
C1 7.0539 1.1951 -3.0607
H1 6.8662 1.2158 -4.1432
O1 5.6191 1.3850 -2.5251
C2 4.7814 0.5432 -2.7200
C3 3.5725 0.9873 -2.1253
C4 2.6517 -0.1029 -2.2255
C5 2.9123 -1.3021 -2.9122
C6 3.8809 -1.4851 -3.7376
C7 4.9755 -0.6149 -3.6116
H2 5.9023 -0.8349 -3.9559
H3 4.0553 -2.6066 -4.3498
H4 1.8918 -1.9965 -3.2939
C8 1.2748 0.3260 -1.5909
N1 0.1925 -0.7312 -1.6921
C9 -0.7696 0.0924 -1.0110
C10 -0.0466 1.1023 -0.3733
O2 1.1508 1.3171 -0.7367
C11 -0.6232 2.1978 0.5233
H5 -0.7363 1.8427 1.4703
H6 -0.1092 3.0273 0.3410
H7 -1.7759 2.4096 0.1974
C12 -1.9225 -0.7285 -0.7075
H8 -2.8382 0.0815 -0.7057
H9 -2.1683 -1.5132 -1.3284
S1 -2.2532 -1.2809 0.7559
O3 -2.0516 -2.7380 0.9556
O4 -1.0933 -0.4604 1.9489
C13 -3.8694 -1.0126 1.5537
C14 -3.6417 0.5487 1.8490
O5 -3.9849 1.3231 0.9583
N2 -3.5265 0.9989 2.9446
C15 -3.0351 0.3871 4.0607
C16 -3.2827 0.8022 5.5222
C17 -3.9858 -0.2273 5.0849
H10 -3.7684 -1.2569 5.4924
H11 -5.1628 -0.3754 4.7459
H12 -2.5995 0.8062 6.1677
H13 -3.6493 1.6132 5.7397
H14 -2.0771 -0.2908 3.9368
H15 -3.2959 1.9067 3.0210
H16 -3.8658 -1.4998 2.7417
H17 -4.2656 -1.4220 0.8989
H18 3.6001 1.6711 -1.5671
H19 7.6346 0.4315 -2.7159
H20 7.6819 2.1087 -2.9888

***

[5]
C13H36AsF6O11S5 | the ωB97M-V functional and the def2-TZVPD basis

Values from the calculation:
Total charge   -1
Calculated total energy   -167910.19073 eV
2S+1   1
Molecular weight   717.7 Da
ΔE to the lowest compared entry with this formula, charge and spin   0.0 kJ/mol
Highest occupied orbital energy   -0.2303 Eh
Lowest unoccupied orbital energy   2.10 eV

Cartesian coordinates (Å):
As1 -0.8031 1.6253 -0.0011
F1 -1.0973 0.1279 -0.9022
F2 -0.6391 2.5413 -1.4651
F3 -0.6893 3.1475 0.8478
F4 -0.9228 0.7192 1.4909
F5 0.9436 1.4668 -0.0088
F6 -2.5561 1.8393 -0.0512
O1 -2.0466 -5.4265 0.7418
S1 -1.3305 -4.2493 1.2097
O2 -1.3722 -3.9306 2.6234
O3 0.1724 -4.4573 0.8418
C1 0.9904 -5.3803 1.5602
C2 2.3690 -5.4306 0.9469
C3 -1.7746 -2.8377 0.1916
H1 0.4947 -6.3540 1.5283
H2 1.0234 -5.1367 2.6242
H3 2.3693 -5.7406 -0.0991
H4 3.0168 -6.1294 1.4782
H5 2.9062 -4.4799 0.9693
H6 -1.4404 -3.1473 -0.7996
H7 -1.2784 -1.9412 0.5470
H8 -2.8567 -2.7982 0.1292
O4 4.1551 1.4954 -3.5442
S2 2.8836 2.0718 -3.9206
O5 2.5779 3.4377 -3.5927
O6 2.7278 1.8050 -5.5417
C4 3.1267 0.4773 -5.9734
C5 4.5148 0.5677 -6.6114
C6 1.5282 1.0545 -3.2304
H9 2.3277 0.1766 -6.6479
H10 3.1503 -0.1785 -5.1038
H11 4.4256 1.1474 -7.5378
H12 4.8729 -0.4244 -6.8688
H13 5.1087 1.2521 -6.0100
H14 1.8850 0.8237 -2.2285
H15 1.4156 0.1854 -3.8680
H16 0.6345 1.6662 -3.1544
O7 -5.3535 -2.8174 4.3889
S3 -4.4265 -2.2510 3.4330
O8 -4.0995 -2.9863 2.2470
O9 -5.0479 -0.7985 3.0477
C7 -4.2911 -0.0369 2.0834
C8 -5.2709 0.9332 1.4492
C9 -2.9589 -1.7584 4.3786
H17 -3.7713 -0.6318 1.3307
H18 -3.4727 0.5242 2.5412
H19 -5.2140 1.9289 1.8863
H20 -6.2863 0.5583 1.3230
H21 -5.0293 1.1422 0.4000
H22 -2.7697 -0.6858 4.3974
H23 -2.0373 -2.1844 3.9753
H24 -3.0517 -2.1240 5.3974
C10 0.3852 6.7952 -0.6871
S4 -0.8831 6.0552 -1.7597
O10 -1.4401 7.1244 -2.6684
C11 0.2251 5.0774 -2.8571
H25 0.8633 7.5728 -1.2965
H26 1.0459 6.0153 -0.3234
H27 -0.0566 7.4363 0.0765
H28 0.5939 4.2744 -2.2237
H29 1.0429 5.7592 -3.0739
H30 -0.3932 4.7206 -3.6690
C12 2.4690 -0.1178 4.5677
S5 2.4173 -1.8473 4.0528
O11 1.2044 -2.4758 4.7103
C13 1.9385 -1.4770 2.3285
H31 3.0524 0.4528 3.8412
H32 2.8998 0.0486 5.5508
H33 1.4448 0.2579 4.5236
H34 2.7934 -1.2214 1.7055
H35 1.3248 -0.5874 2.4787
H36 1.3401 -2.2614 1.8746

***

In the order shown, the computed HOMO-LUMO gap values come out to 6.14, 9.45, 9.48, 8.11, 8.36 eV.